Formula: C15H16IN5O2S2Ti
Source: the Open Molecules 2025 dataset
Level of theory: ωB97M-V with the def2-TZVPD basis set

The orbital gap comes out at 7.1924 eV. The HOMO energy is -0.5285 Ha. The net charge is +2. The value obtained for the energy above the lowest of the compared OMol25 structures with the same formula, charge and spin is 3.8 kcal per mole.

CARTESIAN COORDINATES (ANGSTROEM)
Ti  0.5045  -0.3057  -0.0810
N  -2.7287  -2.6523  1.2206
C  -1.9490  -1.5895  0.9599
S  -0.3199  -1.6035  1.6460
N  -2.4185  -0.6239  0.2180
N  -1.4612  0.3730  0.0411
C  -1.8951  1.5867  -0.0458
C  -1.0336  2.7293  -0.1295
C  -1.5890  4.0065  -0.3002
C  -0.7778  5.1208  -0.3194
C  0.5968  4.9813  -0.1466
C  1.1778  3.7350  0.0405
C  0.3554  2.6227  0.0365
O  0.8954  1.3917  0.2238
H  -2.4547  -3.2970  1.9441
H  -3.7221  -2.5544  1.0662
H  -2.9727  1.7336  -0.0168
H  -2.6615  4.1041  -0.4131
H  -1.2090  6.1024  -0.4552
H  1.2290  5.8593  -0.1484
H  2.2419  3.6183  0.1877
S  2.8583  -0.8488  -0.1127
C  3.0690  -2.5758  0.0374
N  4.1780  -2.9687  0.7059
C  4.5349  -4.2547  0.8950
C  3.7443  -5.2558  0.3986
C  2.5885  -4.9008  -0.2949
C  2.2511  -3.5723  -0.4793
H  4.7739  -2.2385  1.0813
H  5.4509  -4.4178  1.4439
H  4.0261  -6.2871  0.5467
H  1.9501  -5.6746  -0.7010
H  1.3646  -3.2888  -1.0266
N  -2.0756  -0.9327  -2.7217
C  -0.7756  -0.8512  -2.7555
O  -0.0822  -1.1390  -1.7157
C  -0.0556  -0.4218  -3.9840
I  0.6261  1.5651  -3.5896
H  -2.5351  -1.0971  -1.8207
H  -2.6318  -0.7377  -3.5413
H  -0.6724  -0.4148  -4.8766
H  0.8350  -1.0261  -4.1230

Forces on atoms 1 to 6 (eV/Å):
Ti 0.186 0.267 -0.181
N -0.045 -0.011 0.190
C -0.301 -0.004 -0.107
S 0.160 -0.151 0.060
N 0.145 -0.072 0.027
N -0.101 0.097 0.115

Löwdin population analysis, charges in e, atoms 1 to 5: Ti 0.678; N 0.115; C -0.786; S 0.744; N -0.009

---

Formula: C43H39N8O4PbS2
Source: the Open Molecules 2025 dataset
Level of theory: ωB97M-V with the def2-TZVPD basis set

The orbital gap comes out at 6.1496 eV. The HOMO energy is -0.1705 Ha. The net charge is -1. The value obtained for the energy above the lowest of the compared OMol25 structures with the same formula, charge and spin is 5.1 kcal per mole.

CARTESIAN COORDINATES (ANGSTROEM)
Pb  0.7276  1.0766  -0.4483
C  -4.5201  1.2499  -3.0020
C  -3.3769  0.4626  -3.0256
C  -2.5063  0.4555  -1.9522
C  -2.7497  1.2350  -0.8169
C  -3.8914  2.0455  -0.8156
C  -4.7650  2.0432  -1.8895
N  -1.8079  1.2525  0.2078
C  -2.1788  1.2038  1.4904
C  -3.4804  0.7989  1.9420
C  -3.7912  0.6978  3.2661
C  -2.8530  0.9979  4.2749
C  -1.6059  1.4053  3.8936
C  -1.2600  1.5245  2.5364
N  -0.0275  1.9858  2.1368
N  0.7726  2.4407  3.0120
C  2.0425  2.8375  2.5039
C  3.0769  2.9369  3.4285
C  4.3407  3.2477  2.9667
C  4.5293  3.4640  1.6106
C  3.4306  3.3801  0.7773
N  2.2044  3.0937  1.2074
H  -5.2025  1.2567  -3.8418
H  -3.1610  -0.1604  -3.8843
H  -1.6314  -0.1770  -1.9685
H  -4.0839  2.6856  0.0376
H  -5.6409  2.6805  -1.8615
H  -4.2177  0.5367  1.1976
H  -4.7804  0.3559  3.5470
H  -3.1118  0.8851  5.3181
H  -0.8420  1.6356  4.6244
H  2.8749  2.7198  4.4670
H  5.1766  3.2953  3.6526
H  5.5063  3.6678  1.2008
H  3.5374  3.5245  -0.2922
C  -5.9597  -2.9658  -1.9349
C  -4.5382  -2.9412  -1.4508
C  -3.5541  -3.7028  -2.0662
C  -2.2361  -3.6550  -1.6316
C  -1.8935  -2.8220  -0.5808
C  -2.8687  -2.0758  0.0650
C  -4.1791  -2.1412  -0.3687
S  -0.1945  -2.6360  -0.0861
O  -0.2089  -2.2280  1.2937
O  0.4401  -3.8826  -0.4497
N  0.3302  -1.3852  -0.9405
C  0.6585  -1.4421  -2.2594
C  0.7806  -2.5811  -3.0798
C  1.1057  -2.4030  -4.4045
C  1.3243  -1.1253  -4.9193
C  1.2096  -0.0651  -4.0443
N  0.8852  -0.2166  -2.7666
H  -6.0684  -3.6078  -2.8078
H  -6.2894  -1.9622  -2.2078
H  -6.6339  -3.3330  -1.1591
H  -3.8190  -4.3432  -2.8991
H  -1.4758  -4.2605  -2.1033
H  -2.5852  -1.4514  0.8997
H  -4.9357  -1.5419  0.1231
H  0.6587  -3.5627  -2.6546
H  1.2047  -3.2714  -5.0449
H  1.5841  -0.9617  -5.9548
H  1.3818  0.9552  -4.3676
C  2.7904  -5.4699  1.8351
C  3.1579  -4.0584  1.4797
C  3.0188  -3.0274  2.3902
C  3.2969  -1.7090  2.0436
C  3.0721  -0.6022  3.0378
C  3.7337  -1.4282  0.7565
C  3.8848  -2.4540  -0.1806
C  4.3347  -2.1373  -1.5806
C  3.5993  -3.7533  0.1967
C  4.0381  -0.0024  0.3365
O  5.1940  0.4055  0.3624
O  3.0237  0.6838  -0.0507
H  2.3944  -5.5286  2.8495
H  3.6526  -6.1387  1.7696
H  2.0256  -5.8445  1.1519
H  2.6524  -3.2435  3.3881
H  3.2877  -0.9398  4.0539
H  2.0313  -0.2686  3.0173
H  3.7040  0.2581  2.8220
H  3.7457  -1.3220  -2.0044
H  4.2277  -3.0075  -2.2280
H  5.3773  -1.8139  -1.5896
H  3.6731  -4.5431  -0.5405
S  -0.2618  3.3928  -2.4665
C  -0.1190  4.5721  -1.3090
N  -0.5187  4.2642  -0.0199
C  -0.3749  5.0875  1.0259
C  0.1185  6.3404  0.8150
C  0.4502  6.6478  -0.5203
N  0.3444  5.8307  -1.5322
H  -0.8332  3.3075  0.1383
H  -0.6664  4.6898  1.9881
H  0.2512  7.0450  1.6186
H  0.8360  7.6355  -0.7545

Forces on atoms 1 to 6 (eV/Å):
Pb 0.214 -0.291 -0.203
C -0.031 0.010 -0.010
C -0.025 0.004 -0.027
C -0.050 0.009 0.067
C -0.119 -0.074 -0.207
C 0.030 -0.007 0.041

Löwdin population analysis, charges in e, atoms 1 to 5: Pb 1.441; C -0.116; C -0.084; C -0.059; C -0.335

---

Formula: C4H12N2O
Source: the Open Molecules 2025 dataset
Level of theory: ωB97M-V with the def2-TZVPD basis set

The orbital gap comes out at 10.2904 eV. The HOMO energy is -0.3406 Ha. The value obtained for the energy above the lowest of the compared OMol25 structures with the same formula, charge and spin is 35.4 kcal per mole.

CARTESIAN COORDINATES (ANGSTROEM)
N  -2.4168  0.8360  -0.6262
C  -2.0003  -0.5474  -0.7593
C  -0.6332  -0.6082  -1.3748
N  0.3739  0.0243  -0.5366
C  0.6989  -0.7677  0.6766
C  1.5895  0.0474  1.6291
O  2.4550  0.9470  0.9695
H  -1.6450  1.3304  -0.1894
H  -3.1525  0.9330  0.0717
H  -2.6469  -1.1414  -1.4179
H  -2.0029  -1.1186  0.1773
H  -0.3336  -1.6300  -1.6488
H  -0.6552  -0.0445  -2.3077
H  1.2543  0.0812  -1.0266
H  -0.2089  -1.0302  1.1968
H  1.2112  -1.6757  0.3690
H  2.1616  -0.6400  2.2469
H  0.9382  0.5949  2.3292
H  1.9102  1.3845  0.3012

Forces on atoms 1 to 6 (eV/Å):
N -0.227 0.253 0.589
C -0.211 -0.937 -0.034
C 0.753 0.163 -0.574
N 0.245 -0.128 1.235
C 0.457 0.662 -0.648
C -0.871 0.091 0.328

Löwdin population analysis, charges in e, atoms 1 to 5: N 0.003; C -0.311; C -0.254; N -0.089; C -0.194

---

The lowest orbital gap belongs to which entry?
C43H39N8O4PbS2

---

The highest orbital gap belongs to which entry?
C4H12N2O

---

Please write out number 3 again, unchanged.
Formula: C4H12N2O
Source: the Open Molecules 2025 dataset
Level of theory: ωB97M-V with the def2-TZVPD basis set

The orbital gap comes out at 10.2904 eV. The HOMO energy is -0.3406 Ha. The value obtained for the energy above the lowest of the compared OMol25 structures with the same formula, charge and spin is 35.4 kcal per mole.

CARTESIAN COORDINATES (ANGSTROEM)
N  -2.4168  0.8360  -0.6262
C  -2.0003  -0.5474  -0.7593
C  -0.6332  -0.6082  -1.3748
N  0.3739  0.0243  -0.5366
C  0.6989  -0.7677  0.6766
C  1.5895  0.0474  1.6291
O  2.4550  0.9470  0.9695
H  -1.6450  1.3304  -0.1894
H  -3.1525  0.9330  0.0717
H  -2.6469  -1.1414  -1.4179
H  -2.0029  -1.1186  0.1773
H  -0.3336  -1.6300  -1.6488
H  -0.6552  -0.0445  -2.3077
H  1.2543  0.0812  -1.0266
H  -0.2089  -1.0302  1.1968
H  1.2112  -1.6757  0.3690
H  2.1616  -0.6400  2.2469
H  0.9382  0.5949  2.3292
H  1.9102  1.3845  0.3012

Forces on atoms 1 to 6 (eV/Å):
N -0.227 0.253 0.589
C -0.211 -0.937 -0.034
C 0.753 0.163 -0.574
N 0.245 -0.128 1.235
C 0.457 0.662 -0.648
C -0.871 0.091 0.328

Löwdin population analysis, charges in e, atoms 1 to 5: N 0.003; C -0.311; C -0.254; N -0.089; C -0.194